one) ORCA calculation (ωB97M-V/def2-TZVPD) on 2 unconnected molecules or ions with the total composition C15H18O.

Cartesian coordinates (Å):
C -4.68 0.79 0.10
C -3.71 1.30 1.18
C -2.47 0.41 1.31
C -1.87 0.26 2.55
C -0.57 -0.24 2.61
C -0.05 -0.89 1.50
O 1.06 -1.68 1.62
C -0.70 -0.86 0.27
C -1.88 -0.13 0.18
H -4.64 -0.28 -0.05
H -4.37 1.21 -0.86
H -5.67 1.23 0.27
H -3.46 2.33 0.94
H -4.20 1.23 2.16
H -2.40 0.57 3.44
H 0.00 -0.43 3.52
H 1.92 -1.24 1.59
H -0.17 -1.47 -0.46
H -2.28 -0.05 -0.81
C 0.86 0.78 -2.29
C 2.14 0.28 -1.70
C 2.75 0.78 -0.56
C 3.90 0.18 -0.04
C 4.38 -1.01 -0.55
C 3.73 -1.59 -1.65
C 2.71 -0.88 -2.26
H 0.22 1.46 -1.73
H 0.25 -0.13 -2.32
H 0.84 1.02 -3.36
H 2.38 1.66 -0.05
H 4.29 0.57 0.89
H 5.28 -1.46 -0.18
H 4.05 -2.54 -2.03
H 2.36 -1.15 -3.23

As for the LUMO energy: 0.83 eV. The calculation puts the HOMO energy at -8.60 eV. The frontier orbital gap comes out at 9.42 eV. As for the net charge: 0. The SMILES is CCc1ccc(O)cc1.Cc1ccccc1.

Results of the natural (NBO) charge analysis, in e, for atoms 1 through 6:
1. C -0.611
2. C -0.412
3. C -0.029
4. C -0.188
5. C -0.257
6. C 0.280

---

two) ORCA calculation (ωB97M-V/def2-TZVPD) on 2 unconnected molecules or ions with the total composition C15H18O.

Cartesian coordinates (Å):
C 2.38 0.94 -0.49
C 1.08 0.06 -0.26
C 1.25 -0.60 1.12
C 1.21 0.19 2.31
C 1.33 -0.32 3.58
C 1.54 -1.78 3.64
O 1.45 -2.28 4.94
C 1.68 -2.59 2.50
C 1.58 -1.96 1.24
H 2.66 1.73 0.16
H 2.17 1.43 -1.48
H 3.28 0.36 -0.59
H 0.18 0.65 -0.25
H 1.00 -0.56 -1.15
H 0.93 1.23 2.16
H 1.09 0.24 4.39
H 1.11 -1.61 5.59
H 1.73 -3.66 2.50
H 1.59 -2.52 0.30
C -2.31 1.97 -0.22
C -2.15 1.18 -1.45
C -1.33 1.63 -2.50
C -1.12 0.90 -3.69
C -1.79 -0.43 -3.93
C -2.45 -0.81 -2.73
C -2.65 -0.18 -1.51
H -1.47 2.64 -0.02
H -2.62 1.46 0.65
H -3.18 2.67 -0.34
H -0.86 2.58 -2.34
H -0.24 1.12 -4.27
H -1.44 -1.15 -4.65
H -2.52 -1.90 -2.62
H -3.10 -0.63 -0.62

As for the LUMO energy: 0.76 eV. The calculation puts the HOMO energy at -8.11 eV. The frontier orbital gap comes out at 8.87 eV. As for the net charge: 0. The SMILES is CCc1ccc(O)cc1.Cc1ccccc1.

Results of the natural (NBO) charge analysis, in e, for atoms 1 through 6:
1. C -0.604
2. C -0.406
3. C -0.052
4. C -0.178
5. C -0.286
6. C 0.323

---

Verdict on stability: two) comes out at the bottom.